(1)
Here is C20H22FN3O4S in the gas phase from OMol25. Energies are from the ωB97M-V functional and the def2-TZVPD basis.

Structure (ORCA input):
```
! wB97M-V def2-TZVPD RIJCOSX def2/J DEFGRID3
* xyz 0 1
C -2.98 -2.76 0.03
C -1.52 -2.46 -0.01
C -0.73 -2.64 1.13
C 0.63 -2.39 1.10
C 1.20 -1.95 -0.08
C 0.45 -1.76 -1.22
C -0.91 -2.01 -1.18
H -1.51 -1.87 -2.07
H 0.94 -1.42 -2.12
S 2.95 -1.61 -0.15
O 3.43 -1.91 -1.47
O 3.62 -2.22 0.97
N 2.96 0.08 -0.01
C 2.73 0.53 1.36
C 3.05 2.03 1.50
H 4.10 2.16 1.77
H 2.44 2.45 2.30
C 2.80 2.79 0.19
C 1.31 2.79 -0.10
O 0.56 3.69 0.22
N 0.88 1.71 -0.82
N -0.49 1.45 -0.90
C -1.12 0.87 0.17
O -0.50 0.43 1.12
C -2.60 0.76 0.05
C -3.25 0.73 -1.18
C -4.63 0.59 -1.23
C -5.33 0.49 -0.04
C -4.70 0.51 1.19
C -3.33 0.64 1.23
H -2.80 0.65 2.17
H -5.29 0.42 2.09
F -6.67 0.36 -0.09
H -5.16 0.56 -2.17
H -2.69 0.79 -2.10
H -1.00 2.11 -1.47
H 1.48 0.87 -0.79
C 3.67 2.21 -0.94
C 4.07 0.76 -0.65
H 4.97 0.72 -0.02
H 4.28 0.22 -1.57
H 3.13 2.27 -1.88
H 4.58 2.80 -1.04
H 3.06 3.84 0.36
H 3.35 -0.05 2.05
H 1.68 0.34 1.59
H 1.25 -2.53 1.96
H -1.20 -2.99 2.04
H -3.43 -2.36 0.94
H -3.13 -3.84 0.03
H -3.49 -2.34 -0.83
*
```

## Properties
Energy (eV): -47310.459
SMILES string: Cc1ccc(S(=O)(=O)N2CCC(C(=O)NNC(=O)c3ccc(F)cc3)CC2)cc1
Gap between HOMO and LUMO (eV): 9.683
HOMO energy (eV): -9.31

Atomic partial charges in e from the Löwdin method, atoms 1 to 6:
1 C -0.04
2 C -0.27
3 C -0.02
4 C -0.05
5 C -0.28
6 C -0.06



(2)
Here is C38H46BFN6O4P2S2V as an isolated structure in a non-equilibrium geometry from OMol25. Energies are from the ωB97M-V functional and the def2-TZVPD basis.

Structure (ORCA input):
```
! wB97M-V def2-TZVPD RIJCOSX def2/J DEFGRID3
* xyz 3 1
V -0.09 0.03 0.30
C -0.78 -4.40 -1.98
N -2.04 -3.82 -1.49
C -3.30 -4.21 -1.86
C -4.17 -3.40 -1.20
N -3.44 -2.52 -0.44
B -4.08 -1.34 0.40
N -3.48 -1.34 1.86
C -3.91 -2.12 2.91
C -3.32 -1.67 4.04
N -2.52 -0.60 3.68
C -1.77 0.23 4.63
C -2.65 -0.42 2.36
S -1.85 0.85 1.44
C -2.15 -2.78 -0.64
S -0.77 -2.15 0.23
H -1.02 -5.23 -2.64
H -0.19 -4.77 -1.15
H -0.22 -3.66 -2.54
H -3.47 -5.03 -2.54
H -5.24 -3.39 -1.20
H -5.26 -1.52 0.45
H -3.78 -0.30 -0.12
H -4.62 -2.91 2.77
H -3.41 -1.98 5.07
H -1.12 -0.41 5.22
H -2.47 0.75 5.28
H -1.17 0.95 4.09
O 0.95 -0.64 1.59
P 1.95 -0.70 2.85
C 3.60 -0.62 2.24
C 4.10 -1.72 1.52
C 5.41 -1.70 1.06
C 6.22 -0.60 1.31
C 5.73 0.49 2.02
C 4.42 0.49 2.49
C 1.67 -2.21 3.69
C 2.71 -2.81 4.41
C 2.46 -3.95 5.15
C 1.18 -4.50 5.18
C 0.14 -3.90 4.46
C 0.38 -2.76 3.72
C 1.57 0.68 3.88
C 1.62 0.53 5.27
C 1.39 1.62 6.09
C 1.09 2.86 5.53
C 1.03 3.01 4.15
C 1.28 1.93 3.32
H 3.49 -2.60 1.36
H 5.80 -2.56 0.53
H 7.24 -0.59 0.97
H 6.37 1.34 2.22
H 4.05 1.33 3.06
H 3.71 -2.40 4.39
H 3.26 -4.42 5.71
H 0.99 -5.39 5.75
H -0.85 -4.34 4.48
H -0.43 -2.30 3.16
H 1.85 -0.44 5.71
H 1.44 1.51 7.17
H 0.90 3.70 6.18
H 0.81 3.98 3.72
H 1.25 2.07 2.25
N 3.88 -4.09 -2.75
C 3.69 -3.01 -2.43
C 3.39 -1.68 -1.96
C 4.29 -0.63 -2.05
C 3.91 0.61 -1.55
C 2.65 0.75 -1.00
N 1.77 -0.27 -0.92
C 2.15 -1.46 -1.39
H 5.26 -0.77 -2.50
H 4.58 1.46 -1.58
H 2.32 1.70 -0.61
H 1.44 -2.28 -1.29
C -3.47 -0.53 -4.01
C -2.10 -1.16 -3.96
O -1.46 -1.02 -2.63
P -1.10 0.32 -1.94
O -2.34 1.21 -1.72
C -2.58 2.60 -2.19
C -4.00 2.94 -1.87
O -0.25 1.16 -2.96
C 0.80 0.71 -3.89
C 0.61 1.43 -5.19
H -3.99 -0.92 -4.88
H -3.43 0.55 -4.11
H -4.05 -0.79 -3.12
H -1.41 -0.74 -4.69
H -2.14 -2.23 -4.10
H -2.36 2.63 -3.26
H -1.87 3.23 -1.67
H -4.69 2.22 -2.32
H -4.23 3.92 -2.28
H -4.18 2.96 -0.80
H 0.73 -0.38 -3.99
H 1.75 0.96 -3.43
H -0.38 1.26 -5.61
H 1.34 1.05 -5.91
H 0.76 2.50 -5.07
F 0.18 1.71 -0.09
*
```

## Properties
Energy (eV): -126595.106
Gap between HOMO and LUMO (alpha / beta) (eV): 6.207 / 6.206
HOMO energy (alpha / beta) (eV): -16.49 / -16.49

Atomic partial charges in e from the Löwdin method, atoms 1 to 6:
1 V 0.51
2 C 0.01
3 N -0.10
4 C 0.01
5 C 0.00
6 N 0.03



(3)
Here is C28H39BrN5O6PSSr as an isolated structure from OMol25. Energies are from the ωB97M-V functional and the def2-TZVPD basis.

Structure (ORCA input):
```
! wB97M-V def2-TZVPD RIJCOSX def2/J DEFGRID3
* xyz -2 1
Sr -0.30 -0.19 -0.17
Br 0.61 -0.48 3.78
C 1.23 -1.98 2.76
C 1.65 -3.12 3.43
C 2.16 -4.15 2.66
C 2.23 -3.99 1.28
C 1.76 -2.81 0.71
N 1.24 -1.83 1.46
C 1.88 -2.65 -0.83
O 2.64 -3.45 -1.39
O 1.20 -1.74 -1.36
H 1.59 -3.18 4.51
H 2.50 -5.06 3.13
H 2.66 -4.73 0.63
O -5.64 1.14 5.00
C -4.98 1.99 4.36
O -5.04 3.24 4.40
C -3.92 1.41 3.38
C -3.84 0.04 3.19
C -2.90 -0.46 2.31
N -2.05 0.31 1.66
C -2.09 1.64 1.84
C -3.03 2.21 2.69
C -1.04 2.60 1.15
O -1.19 3.79 1.37
O -0.10 2.06 0.48
H -4.52 -0.60 3.74
H -2.82 -1.53 2.14
H -3.06 3.28 2.82
S 4.21 -0.12 0.15
C 3.44 0.16 -1.30
N 3.62 -0.55 -2.45
C 2.58 -0.22 -3.44
C 1.89 1.01 -2.83
N 2.55 1.15 -1.54
H 3.85 -1.52 -2.30
H 1.89 -1.06 -3.53
H 3.03 0.00 -4.40
H 0.81 0.88 -2.73
H 2.06 1.91 -3.44
H 2.14 1.67 -0.77
C -4.42 -1.59 -1.23
C -4.33 -1.22 -2.72
C -5.74 -1.02 -3.27
C -3.71 -2.43 -3.42
P -3.09 0.24 -2.87
N -1.85 0.04 -1.99
C -2.59 0.37 -4.72
C -1.51 -0.69 -4.99
C -1.90 1.73 -4.92
C -3.69 0.25 -5.79
C -4.03 1.84 -2.42
C -5.07 2.37 -3.41
C -4.73 1.60 -1.07
C -2.98 2.94 -2.16
H -4.78 -2.62 -1.14
H -5.11 -0.95 -0.68
H -3.44 -1.51 -0.76
H -6.29 -1.96 -3.19
H -5.76 -0.72 -4.32
H -6.30 -0.27 -2.70
H -4.27 -3.33 -3.12
H -2.67 -2.57 -3.12
H -3.75 -2.37 -4.50
H -0.86 -0.78 -4.12
H -0.92 -0.40 -5.86
H -1.93 -1.67 -5.20
H -1.17 1.91 -4.13
H -2.60 2.56 -4.93
H -1.38 1.72 -5.88
H -4.13 -0.75 -5.81
H -3.25 0.43 -6.78
H -4.50 0.97 -5.65
H -5.85 1.64 -3.65
H -4.63 2.71 -4.35
H -5.58 3.24 -2.96
H -5.61 0.97 -1.17
H -5.06 2.57 -0.68
H -4.06 1.16 -0.34
H -2.67 3.44 -3.08
H -2.10 2.52 -1.68
H -3.41 3.70 -1.50
*
```

## Properties
Energy (eV): -140414.648
Gap between HOMO and LUMO (eV): 6.695
HOMO energy (eV): -2.73

Atomic partial charges in e from the Löwdin method, atoms 1 to 6:
1 Sr 1.35
2 Br 0.79
3 C -0.72
4 C -0.12
5 C -0.06
6 C -0.01



(4)
Here is C3H5F in the gas phase in a non-equilibrium geometry from OMol25. Energies are from the ωB97M-V functional and the def2-TZVPD basis.

Structure (ORCA input):
```
! wB97M-V def2-TZVPD RIJCOSX def2/J DEFGRID3
* xyz 0 1
C -1.04 0.32 0.08
C 0.42 0.28 -0.04
C 1.27 -0.72 0.05
H -1.40 0.69 1.02
H -1.43 1.21 -0.58
H 0.73 1.44 -0.29
H 2.29 -0.50 -0.41
H 0.79 -1.80 0.31
F -1.62 -0.92 -0.13
*
```

## Properties
Energy (eV): -5907.547
SMILES string: C=CCF
Gap between HOMO and LUMO (eV): 11.078
HOMO energy (eV): -10.00

Atomic partial charges in e from the Löwdin method, atoms 1 to 6:
1 C -0.26
2 C -0.24
3 C -0.03
4 H 0.10
5 H 0.14
6 H 0.15



(5)
Here is C18H23N3O2S in the gas phase from OMol25. Energies are from the ωB97M-V functional and the def2-TZVPD basis.

Structure (ORCA input):
```
! wB97M-V def2-TZVPD RIJCOSX def2/J DEFGRID3
* xyz 0 1
C -2.22 -4.70 -0.24
C -2.13 -3.42 0.09
C -1.25 -2.90 1.19
N -0.23 -2.01 0.64
C 1.00 -2.49 0.31
O 1.36 -3.63 0.50
C 1.89 -1.42 -0.29
H 2.12 -1.68 -1.33
C 3.19 -1.28 0.50
H 2.98 -0.91 1.50
H 3.65 -2.27 0.56
C 4.14 -0.34 -0.25
O 4.96 -0.75 -1.05
N 3.97 0.96 0.06
H 3.25 1.24 0.70
C 4.74 2.02 -0.57
C 5.47 2.86 0.47
H 6.14 2.23 1.05
H 4.76 3.33 1.15
H 6.05 3.63 -0.02
H 5.45 1.53 -1.24
H 4.06 2.65 -1.16
S 0.91 0.12 -0.30
C -0.52 -0.70 0.39
N -1.66 -0.22 0.62
C -2.05 1.10 0.48
C -1.27 2.16 0.94
C -1.72 3.46 0.84
C -2.96 3.72 0.28
C -3.74 2.67 -0.17
C -3.31 1.36 -0.07
C -4.14 0.22 -0.60
C -3.69 -0.18 -2.00
H -2.65 -0.49 -1.99
H -4.29 -1.01 -2.37
H -3.80 0.65 -2.69
H -4.04 -0.63 0.08
H -5.19 0.52 -0.63
H -4.71 2.87 -0.61
H -3.32 4.73 0.20
H -1.11 4.27 1.21
H -0.31 1.95 1.40
H -0.72 -3.72 1.68
H -1.83 -2.33 1.91
H -2.70 -2.67 -0.43
H -2.86 -5.04 -1.03
H -1.65 -5.45 0.28
*
```

## Properties
Energy (eV): -38440.840
SMILES string: C=CCN1C(=O)[C@H](CC(=O)NCC)S/C1=N\c1ccccc1CC
Gap between HOMO and LUMO (eV): 8.953
HOMO energy (eV): -8.46

Atomic partial charges in e from the Löwdin method, atoms 1 to 6:
1 C 0.03
2 C -0.15
3 C -0.13
4 N -0.02
5 C -0.45
6 O 0.11



(6)
Here is C6H7ClO in the gas phase in a non-equilibrium geometry from OMol25. Energies are from the ωB97M-V functional and the def2-TZVPD basis.

Structure (ORCA input):
```
! wB97M-V def2-TZVPD RIJCOSX def2/J DEFGRID3
* xyz 0 1
C -2.47 -0.71 0.04
C -1.00 -1.09 -0.09
C 0.11 -0.36 -0.06
C 2.35 0.13 -0.02
C 1.63 1.39 -0.01
C 0.35 1.09 -0.03
H -2.63 -0.04 0.98
H -3.02 -1.68 0.13
H -2.93 -0.14 -0.83
H -0.84 -2.20 -0.14
H 2.87 -0.14 -0.94
H 3.13 0.00 0.77
H 2.03 2.43 0.08
O 1.37 -0.95 0.11
Cl -0.94 2.27 0.00
*
```

## Properties
Energy (eV): -20903.683
SMILES string: C/C=C1/OCC=C1Cl
Gap between HOMO and LUMO (eV): 9.145
HOMO energy (eV): -8.22

Atomic partial charges in e from the Löwdin method, atoms 1 to 6:
1 C -0.14
2 C -0.10
3 C -0.31
4 C -0.17
5 C -0.08
6 C -0.59



Q: The highest energy belongs to which entry?
A: C3H5F



Q: Which value of energy does entry 1 give?
A: -47310.459 eV



What did the fifth record say?
Here is C18H23N3O2S in the gas phase from OMol25. Energies are from the ωB97M-V functional and the def2-TZVPD basis.

Structure (ORCA input):
```
! wB97M-V def2-TZVPD RIJCOSX def2/J DEFGRID3
* xyz 0 1
C -2.22 -4.70 -0.24
C -2.13 -3.42 0.09
C -1.25 -2.90 1.19
N -0.23 -2.01 0.64
C 1.00 -2.49 0.31
O 1.36 -3.63 0.50
C 1.89 -1.42 -0.29
H 2.12 -1.68 -1.33
C 3.19 -1.28 0.50
H 2.98 -0.91 1.50
H 3.65 -2.27 0.56
C 4.14 -0.34 -0.25
O 4.96 -0.75 -1.05
N 3.97 0.96 0.06
H 3.25 1.24 0.70
C 4.74 2.02 -0.57
C 5.47 2.86 0.47
H 6.14 2.23 1.05
H 4.76 3.33 1.15
H 6.05 3.63 -0.02
H 5.45 1.53 -1.24
H 4.06 2.65 -1.16
S 0.91 0.12 -0.30
C -0.52 -0.70 0.39
N -1.66 -0.22 0.62
C -2.05 1.10 0.48
C -1.27 2.16 0.94
C -1.72 3.46 0.84
C -2.96 3.72 0.28
C -3.74 2.67 -0.17
C -3.31 1.36 -0.07
C -4.14 0.22 -0.60
C -3.69 -0.18 -2.00
H -2.65 -0.49 -1.99
H -4.29 -1.01 -2.37
H -3.80 0.65 -2.69
H -4.04 -0.63 0.08
H -5.19 0.52 -0.63
H -4.71 2.87 -0.61
H -3.32 4.73 0.20
H -1.11 4.27 1.21
H -0.31 1.95 1.40
H -0.72 -3.72 1.68
H -1.83 -2.33 1.91
H -2.70 -2.67 -0.43
H -2.86 -5.04 -1.03
H -1.65 -5.45 0.28
*
```

## Properties
Energy (eV): -38440.840
SMILES string: C=CCN1C(=O)[C@H](CC(=O)NCC)S/C1=N\c1ccccc1CC
Gap between HOMO and LUMO (eV): 8.953
HOMO energy (eV): -8.46

Atomic partial charges in e from the Löwdin method, atoms 1 to 6:
1 C 0.03
2 C -0.15
3 C -0.13
4 N -0.02
5 C -0.45
6 O 0.11



Copy entry 5 word for word.
Here is C18H23N3O2S in the gas phase from OMol25. Energies are from the ωB97M-V functional and the def2-TZVPD basis.

Structure (ORCA input):
```
! wB97M-V def2-TZVPD RIJCOSX def2/J DEFGRID3
* xyz 0 1
C -2.22 -4.70 -0.24
C -2.13 -3.42 0.09
C -1.25 -2.90 1.19
N -0.23 -2.01 0.64
C 1.00 -2.49 0.31
O 1.36 -3.63 0.50
C 1.89 -1.42 -0.29
H 2.12 -1.68 -1.33
C 3.19 -1.28 0.50
H 2.98 -0.91 1.50
H 3.65 -2.27 0.56
C 4.14 -0.34 -0.25
O 4.96 -0.75 -1.05
N 3.97 0.96 0.06
H 3.25 1.24 0.70
C 4.74 2.02 -0.57
C 5.47 2.86 0.47
H 6.14 2.23 1.05
H 4.76 3.33 1.15
H 6.05 3.63 -0.02
H 5.45 1.53 -1.24
H 4.06 2.65 -1.16
S 0.91 0.12 -0.30
C -0.52 -0.70 0.39
N -1.66 -0.22 0.62
C -2.05 1.10 0.48
C -1.27 2.16 0.94
C -1.72 3.46 0.84
C -2.96 3.72 0.28
C -3.74 2.67 -0.17
C -3.31 1.36 -0.07
C -4.14 0.22 -0.60
C -3.69 -0.18 -2.00
H -2.65 -0.49 -1.99
H -4.29 -1.01 -2.37
H -3.80 0.65 -2.69
H -4.04 -0.63 0.08
H -5.19 0.52 -0.63
H -4.71 2.87 -0.61
H -3.32 4.73 0.20
H -1.11 4.27 1.21
H -0.31 1.95 1.40
H -0.72 -3.72 1.68
H -1.83 -2.33 1.91
H -2.70 -2.67 -0.43
H -2.86 -5.04 -1.03
H -1.65 -5.45 0.28
*
```

## Properties
Energy (eV): -38440.840
SMILES string: C=CCN1C(=O)[C@H](CC(=O)NCC)S/C1=N\c1ccccc1CC
Gap between HOMO and LUMO (eV): 8.953
HOMO energy (eV): -8.46

Atomic partial charges in e from the Löwdin method, atoms 1 to 6:
1 C 0.03
2 C -0.15
3 C -0.13
4 N -0.02
5 C -0.45
6 O 0.11